(1)
81
Properties=species:S:1:pos:R:3:mulliken_charge:R:1 method="wB97M-V/def2-TZVPD" relative_energy_kcal_mol=0.0 charge=+1 multiplicity=1 lumo_ev=-2.730 e_tot_ha=-5008.9088 homo_ev=-11.7 orbital_gap_ha=0.329
H -7.130 1.670 -0.931 0.43
H 0.960 0.263 -2.570 -0.17
H 3.192 -6.787 1.221 0.30
C -1.237 3.094 0.148 0.41
H 0.294 2.906 -4.013 0.40
H -4.678 -2.259 -1.655 0.28
S 4.849 -4.280 1.453 1.23
O -7.824 0.390 1.280 -0.26
C -0.215 4.672 -1.607 -0.91
H 2.586 0.173 -1.032 0.09
S -6.966 1.706 1.408 1.30
N -2.957 1.924 0.987 0.26
H -3.766 1.669 1.549 0.08
H -2.982 -1.951 -2.153 0.35
H -9.311 1.628 3.306 0.31
C -0.230 4.143 -0.147 -0.81
C 3.417 -7.093 2.241 -0.99
H -5.671 0.816 -0.348 0.06
H 6.544 -2.828 0.822 0.32
H -1.492 -1.823 -0.023 0.32
H 1.175 4.959 -3.190 0.42
H -8.732 -1.170 2.208 0.27
H 1.221 0.322 -4.287 0.52
H -7.654 -0.263 3.255 0.33
H 7.122 0.495 2.217 0.26
C 3.691 -5.897 3.131 -0.32
H -10.340 0.760 2.178 0.27
H 6.957 1.610 0.839 0.29
C 4.461 -0.841 -1.059 0.07
H 3.819 0.050 -3.444 0.48
O -3.929 -0.445 -0.998 -0.40
C -9.607 0.634 2.975 -1.00
H 5.183 -0.826 -1.869 0.36
H 0.160 2.262 -2.388 -0.93
O -7.819 2.839 1.538 -0.62
H 2.845 -5.208 3.147 0.31
C 0.800 2.842 -3.052 0.62
O -2.279 -1.459 0.396 -0.50
B -2.849 -0.374 -0.198 0.43
C -6.306 1.687 -0.224 -0.74
H -0.135 5.755 -1.534 0.43
H -4.319 -1.083 -2.901 0.29
H 6.305 -2.832 2.589 0.29
H 4.549 -1.811 -0.572 -0.30
C 6.443 0.885 1.469 -0.82
O 5.990 -0.185 0.641 -0.28
H 2.734 -1.358 -3.560 0.36
H 4.287 -7.748 2.202 0.26
H -0.662 1.424 -1.064 0.10
Br -2.809 4.487 2.169 -0.11
H -0.478 4.974 0.501 0.53
H 7.169 -4.188 1.795 0.40
H -1.142 4.485 -2.145 0.44
C -8.419 -0.166 2.484 -0.35
H 4.946 1.189 -0.459 0.34
H 2.603 2.275 -4.126 0.36
C -2.333 1.123 0.105 -0.02
C 4.800 0.194 -0.014 -0.62
H 2.403 -1.540 -1.311 0.41
O -5.894 1.488 2.348 -0.73
H -10.077 0.124 3.815 0.39
H 3.861 -6.226 4.154 0.29
H 5.590 1.354 1.957 0.35
H 1.893 4.223 -1.789 0.33
C 2.900 -0.399 -3.079 -0.92
C 3.017 -0.680 -1.565 -0.46
H 0.770 3.793 0.102 0.33
O 4.889 -5.182 2.758 -0.26
C 1.003 4.214 -2.415 -0.86
N -1.308 1.808 -0.391 0.53
H 2.565 -7.655 2.623 0.39
C 2.076 2.006 -3.216 -0.39
O 4.949 -5.114 0.296 -0.64
C -2.281 3.127 1.025 -0.27
O 3.763 -3.350 1.571 -0.65
C -3.959 -1.515 -1.975 -0.76
H 3.973 0.298 0.699 0.36
H -5.730 2.604 -0.346 0.39
H 2.685 2.112 -2.320 0.11
C 6.377 -3.450 1.699 -0.91
C 1.702 0.526 -3.331 -0.47

=====

(2)
18
Properties=species:S:1:pos:R:3:mulliken_charge:R:1 method="wB97M-V/def2-TZVPD" relative_energy_kcal_mol=50.2 charge=0 multiplicity=1 lumo_ev=0.756 smiles="O=C(O)CCc1ncc[nH]1" e_tot_ha=-493.3668 homo_ev=-9.1 orbital_gap_ha=0.363
H -0.400 1.653 0.820 0.42
C -2.122 -0.373 0.328 0.57
C 2.209 -1.259 -0.424 -0.34
C 0.827 0.276 -0.087 0.52
C -1.646 0.629 -0.610 -0.43
H -2.399 1.610 -0.955 0.31
H -1.458 0.323 -1.766 0.27
H 2.492 -2.210 -1.036 0.32
C -0.322 1.259 -0.103 -0.81
C 2.711 -0.612 0.550 -0.24
N 1.831 0.413 0.850 -0.02
O -1.784 -0.545 1.496 -0.57
H 3.808 -0.760 0.921 0.26
H 1.854 1.096 1.433 0.01
H -3.434 -1.657 0.496 0.30
H 0.055 1.906 -0.859 0.38
O -3.213 -1.089 -0.168 -0.45
N 0.990 -0.661 -0.887 -0.50

=====

(3)
8
Properties=species:S:1:pos:R:3:mulliken_charge:R:1 method="wB97M-V/def2-TZVPD" relative_energy_kcal_mol=97.9 charge=0 multiplicity=1 lumo_ev="-0.726 / -0.861" e_tot_ha=-692.6317 homo_ev="-8.5 / -10.8" orbital_gap_ha="0.286 / 0.365"
C -1.149 0.161 -0.844 -0.28
Cl 1.830 1.366 0.155 -0.17
H 0.116 -0.209 2.520 0.05
N -0.220 -0.573 -0.324 -0.33
F 1.734 -1.174 0.494 -0.16
H -1.239 1.229 -1.002 0.29
H -1.965 -0.571 -1.223 0.24
C 0.894 -0.230 0.224 0.36

=====

(4)
12
Properties=species:S:1:pos:R:3:mulliken_charge:R:1 method="wB97M-V/def2-TZVPD" relative_energy_kcal_mol=67.6 charge=0 multiplicity=1 lumo_ev=-0.146 e_tot_ha=-319.6045 homo_ev=-8.1 orbital_gap_ha=0.294
H -0.503 0.138 -1.413 0.34
H -0.350 -1.327 -0.698 0.36
H -1.444 1.048 0.657 0.35
C 0.964 0.002 0.086 -0.09
N -0.360 -0.323 -0.505 -0.19
N 1.125 2.443 0.857 -0.51
H -1.434 -0.625 1.272 0.33
C -1.517 -0.005 0.379 -0.85
H -2.447 -0.199 -0.158 0.34
C 1.103 1.332 0.502 0.21
C 1.992 -0.860 -0.315 0.22
N 2.784 -1.640 -0.670 -0.50

=====

(5)
69
Properties=species:S:1:pos:R:3:mulliken_charge:R:1 method="wB97M-V/def2-TZVPD" relative_energy_kcal_mol=1.0 charge=0 multiplicity=1 lumo_ev=-0.307 smiles="COc1ccc(-n2nc(C(=O)NCC(=O)NCCCN3CCCCCC3)c3ccccc3c2=O)cc1Cl" e_tot_ha=-2083.0413 homo_ev=-7.8 orbital_gap_ha=0.275
C -2.900 2.204 -0.025 0.90
H 2.979 -2.274 -0.741 0.53
H 3.044 -2.803 3.441 0.43
C 2.291 -2.508 0.074 -1.37
C -2.750 -0.104 -1.184 0.24
C 6.130 1.074 0.898 -0.88
C 2.935 -2.110 1.402 -0.18
C -2.135 1.131 -0.607 0.37
C -2.287 -2.060 -2.579 -1.07
H 0.429 -0.574 1.445 0.52
O -1.313 -4.159 -1.886 -0.66
H 7.112 0.744 0.564 0.26
C -2.092 -3.263 -1.634 0.72
H -2.433 -4.429 2.572 0.38
C 2.379 -2.910 2.580 -0.88
C -2.164 3.255 0.556 -0.26
H 2.358 -3.969 2.310 0.30
H -1.682 -2.222 -3.472 0.41
H -0.948 -0.519 -1.991 0.20
H 2.807 -1.040 1.578 -0.02
H -0.340 -3.985 0.570 0.21
C -2.141 -3.769 1.755 -0.82
H 1.250 1.321 -2.117 0.49
H 1.042 -1.439 3.399 0.39
O -3.893 -0.466 -0.942 -0.76
O 5.293 0.967 -0.229 -0.49
H -6.013 3.409 0.521 0.43
H 6.196 2.107 1.252 0.36
C 2.032 2.065 1.088 -0.70
H 2.153 -3.591 0.074 0.38
C 3.989 1.300 -0.105 0.89
C -4.934 3.361 0.529 -0.62
C 1.259 1.896 -0.049 -0.31
C 1.846 1.441 -1.226 -0.27
H 5.787 0.427 1.712 0.31
N -0.144 2.104 -0.026 0.15
N -2.872 -3.209 -0.546 0.07
H 0.408 -2.465 -0.931 -0.28
C -4.298 2.276 -0.030 -0.64
H -2.233 5.135 1.553 0.48
H -2.380 -5.107 0.069 0.42
C -4.203 4.400 1.103 -0.54
H 1.584 2.424 2.000 0.53
C -2.828 4.348 1.117 -0.60
N -0.062 -2.476 2.021 0.52
C -0.701 3.223 0.594 0.66
H -0.170 -4.540 2.233 0.71
H 1.146 -0.877 -0.743 -0.29
Cl 3.921 0.566 -2.698 -0.22
H -3.346 -2.006 -2.852 0.41
C -2.868 -4.223 0.486 -1.04
C 0.063 -1.492 0.978 -0.77
N -0.840 1.137 -0.608 -0.32
N -1.917 -0.801 -1.977 0.11
C 0.955 -1.824 -0.237 1.11
H -2.470 -2.761 2.014 0.36
H -3.907 -4.469 0.724 0.41
H 4.009 -2.306 1.334 0.38
O 0.000 4.076 1.098 -0.70
C 0.976 -2.465 3.018 -0.97
H -4.862 1.469 -0.468 0.54
H 3.964 1.909 1.954 0.38
H -4.718 5.245 1.534 0.41
C -0.601 -3.756 1.608 -0.72
H -3.484 -2.411 -0.424 0.17
H 0.647 -3.101 3.846 0.51
C 3.384 1.773 1.056 -0.68
H -0.944 -1.282 0.599 -0.33
C 3.192 1.147 -1.249 0.35

=====

(6)
19
Properties=species:S:1:pos:R:3:mulliken_charge:R:1 method="wB97M-V/def2-TZVPD" relative_energy_kcal_mol=88.0 charge=0 multiplicity=1 lumo_ev=0.294 e_tot_ha=-589.3780 homo_ev=-8.5 orbital_gap_ha=0.323
O -1.051 0.176 1.247 -0.46
H -0.234 2.627 1.929 0.30
C 2.324 1.911 -0.306 -0.42
C -1.255 -1.408 0.569 0.21
C 0.405 2.124 1.110 -0.46
C -0.714 -1.574 -0.884 0.37
C 2.040 0.634 -0.643 -0.53
H -0.449 -1.910 1.277 0.30
H 1.902 3.587 1.121 0.38
N 0.592 -1.185 -0.898 -0.29
C 0.875 0.179 -0.255 0.51
O -1.354 -2.194 -1.771 -0.61
H 0.923 -0.930 -1.877 0.35
H 2.467 0.167 -1.472 0.39
H -3.316 -1.537 -0.385 0.44
O -2.639 -1.603 0.665 -0.61
H 3.302 2.459 -0.859 0.16
C 0.032 0.906 0.693 0.44
C 1.562 2.696 0.621 -0.48